[1]
ORCA calculation (ωB97M-V with the def2-TZVPD basis set) on a single C22H32N4O4S molecule in a non-equilibrium geometry.

Atoms and positions in Å:
C 0.1358 7.5068 -1.8541
C 1.2995 6.6152 -2.2784
N 1.2015 5.2648 -1.7656
C 1.4778 5.0298 -0.3638
C 2.8725 4.4396 -0.1700
S 0.0165 4.2951 -2.4252
O -0.2912 4.8003 -3.7306
O -1.0575 4.0638 -1.5021
C 0.9442 2.7722 -2.6134
C 1.8226 2.6771 -3.6875
C 2.5763 1.5398 -3.8563
C 2.4615 0.4845 -2.9414
N 3.1989 -0.6584 -3.0963
C 3.0858 -1.6867 -2.2332
C 2.2695 -1.6684 -1.1457
C 2.2705 -2.9147 -0.3070
O 2.9154 -3.8946 -0.6479
N 1.5408 -2.8394 0.8134
C 1.3492 -3.9572 1.7036
C -0.1121 -4.4079 1.7419
C -1.0298 -3.3286 2.3222
N -2.3104 -3.8776 2.7344
C -3.1644 -4.2020 1.6052
C -4.4130 -4.9393 2.0792
C -5.1857 -4.0778 3.0706
C -4.2504 -3.6849 4.2077
C -3.0107 -2.9933 3.6495
C 1.4507 -0.5005 -0.8618
O 0.7046 -0.3855 0.1076
C 1.5804 0.5852 -1.8512
C 0.8177 1.7491 -1.7084
H 0.2447 8.4958 -2.2917
H -0.7952 7.0648 -2.2001
H 0.0918 7.6070 -0.7719
H 2.2551 7.0328 -1.9490
H 1.3070 6.5268 -3.3658
H 1.3904 5.9634 0.1992
H 0.7197 4.3391 0.0114
H 3.6275 5.1211 -0.5540
H 3.0585 4.2705 0.8872
H 2.9612 3.4933 -0.6975
H 1.8792 3.5024 -4.3784
H 3.2564 1.4463 -4.6905
H 3.8252 -0.7270 -3.8865
H 3.6816 -2.5695 -2.4220
H 1.0099 -1.9880 0.9754
H 1.9851 -4.7669 1.3368
H 1.6772 -3.6743 2.7101
H -0.4198 -4.6721 0.7296
H -0.1923 -5.2975 2.3676
H -1.1566 -2.5036 1.5992
H -0.5510 -2.9183 3.2163
H -2.6069 -4.8420 0.9196
H -3.4618 -3.2879 1.0562
H -4.1078 -5.8666 2.5664
H -5.0363 -5.1899 1.2188
H -6.0497 -4.6215 3.4573
H -5.5493 -3.1779 2.5683
H -3.9387 -4.5812 4.7462
H -4.7547 -3.0176 4.9091
H -2.3333 -2.7419 4.4701
H -3.3082 -2.0510 3.1519
H 0.1245 1.8254 -0.8849

Structure (SMILES) = CCN(CC)S(=O)(=O)c1ccc2[nH]cc(C(=O)NCCCN3CCCCC3)c(=O)c2c1
Energy above the lowest of the compared OMol25 structures with the same formula, charge and spin = 1.011 eV

Mulliken charges in e: -1.036, -0.654, 0.341, -0.639, -1.081, 1.162, -0.722, -0.679, -0.293, -0.633, -1.230, 0.171, 0.003, -0.399, -0.503, 0.485, -0.751, -0.065, -1.277, -0.466, -0.847, 0.134, -0.524, -0.820, -0.700, -0.728, -0.659, 1.440, -0.863, 0.334, -0.182, 0.397, 0.310, 0.281, 0.377, 0.385, 0.399, 0.378, 0.300, 0.408, 0.180, 0.533, 0.350, 0.220, 0.482, 0.363, 0.466, 0.387, 0.298, 0.356, 0.351, 0.422, 0.371, 0.305, 0.326, 0.377, 0.310, 0.325, 0.311, 0.368, 0.392, 0.338, 0.614



[2]
ORCA calculation (ωB97M-V with the def2-TZVPD basis set) on a single C22H32N6 molecule in a non-equilibrium geometry.

Atoms and positions in Å:
C -2.8064 -1.8479 2.1957
C -2.5113 -2.9976 1.2302
C -3.6860 -3.1982 0.2705
C -1.2642 -2.7114 0.4572
C -0.0746 -3.4343 0.4287
N 0.8366 -2.9024 -0.3746
N 0.2573 -1.8092 -0.8959
C 0.7815 -0.9211 -1.7831
N 2.0253 -1.0726 -2.3084
C 3.1137 -1.7975 -1.6718
C 3.7831 -0.9525 -0.6166
C 4.7409 -0.0117 -0.9700
C 5.3143 0.8011 -0.0095
C 4.9330 0.6818 1.3152
C 3.9791 -0.2539 1.6761
C 3.4038 -1.0644 0.7137
C -0.0505 0.1001 -2.1942
C -1.3552 0.2183 -1.6588
N -2.1652 1.2315 -2.0659
C -3.4246 1.5206 -1.4288
C -3.3573 2.6763 -0.4224
C -2.3201 2.4405 0.6849
C -1.0096 3.1857 0.4327
C 0.0822 2.8040 1.4362
C 0.8150 1.5080 1.0527
N 1.7319 1.6348 -0.0666
N -1.8324 -0.6401 -0.7778
C -1.0411 -1.6490 -0.4154
H -1.9768 -1.7089 2.8867
H -2.9473 -0.9299 1.6320
H -3.7072 -2.0511 2.7714
H -2.3534 -3.9175 1.8053
H -3.4961 -4.0373 -0.3955
H -3.8173 -2.3026 -0.3312
H -4.6030 -3.3913 0.8235
H 0.1604 -4.3353 0.9642
H 2.3309 -0.2592 -2.8247
H 2.6959 -2.7017 -1.2268
H 3.8254 -2.0630 -2.4589
H 5.0473 0.0825 -2.0039
H 6.0618 1.5289 -0.2945
H 5.3827 1.3167 2.0662
H 3.6844 -0.3515 2.7107
H 2.6569 -1.7946 0.9862
H 0.3078 0.8196 -2.9134
H -1.7586 1.9528 -2.6381
H -3.7231 0.6052 -0.9153
H -4.1649 1.7538 -2.2023
H -4.3511 2.7831 0.0140
H -3.1296 3.6077 -0.9478
H -2.1243 1.3710 0.7644
H -2.7221 2.7729 1.6438
H -0.6571 2.9748 -0.5799
H -1.1998 4.2612 0.4943
H -0.3643 2.6864 2.4256
H 0.8198 3.6099 1.5010
H 0.0864 0.7357 0.7972
H 1.3997 1.1501 1.9036
H 1.2467 2.0279 -0.8664
H 2.4904 2.2642 0.1746

Structure (SMILES) = CC(C)c1cnn2c(NCc3ccccc3)cc(NCCCCCCN)nc12
Energy above the lowest of the compared OMol25 structures with the same formula, charge and spin = 0.000 eV

Mulliken charges in e: -1.226, 0.400, -1.396, 0.360, -1.422, -1.514, 0.672, 0.805, -0.133, -1.513, 0.880, -0.510, -0.595, -0.481, -0.747, -0.090, -0.774, 0.449, -0.168, -0.542, -0.882, 0.058, -0.698, -0.927, -0.135, -0.204, -0.169, 0.318, 0.331, 0.037, 0.466, 0.413, 0.338, 0.225, 0.439, 0.491, 0.338, 0.449, 0.513, 0.404, 0.382, 0.384, 0.445, 0.495, 0.327, 0.307, 0.118, 0.392, 0.393, 0.347, -0.315, 0.613, 0.178, 0.402, 0.416, 0.347, -0.328, 0.339, 0.194, 0.303



Number 1: E_tot -1775.73098 Eh, LUMO level -0.1 eV. Number 2: E_tot -1186.07110 Eh, LUMO level 0.7 eV.